The following is a DFT calculation (wB97M-V/def2-TZVPD) of a single C11H16SSi molecule.

Energy relative to the best compared isomer or geometry (same formula, charge and spin) (kcal/mol): 83.05
LUMO energy (alpha / beta) (eV): -0.34 / 0.16
Total charge: 0
DFT total energy (eV): -30374.4289
HOMO level (alpha / beta) (hartree): -0.2682 / -0.2415

Geometry (Å):
C1 3.265 -2.230 0.251
C2 2.042 -2.266 -0.419
C3 3.607 -1.061 0.922
C4 1.291 -1.137 -0.482
C5 2.799 0.017 1.007
C6 1.650 -0.046 0.332
C7 -2.188 0.635 -0.954
C8 -0.826 1.370 -1.147
C9 -2.371 0.125 0.424
C10 -3.276 -2.543 0.554
C11 1.154 3.098 0.773
Si1 0.395 1.322 0.333
S1 -1.812 -1.597 0.814
H1 3.859 -3.148 0.222
H2 1.940 -3.233 -0.830
H3 4.726 -0.868 1.200
H4 0.511 -1.080 -1.150
H5 3.049 0.928 1.536
H6 -3.090 1.270 -1.089
H7 -2.322 -0.197 -1.704
H8 -0.273 0.862 -1.941
H9 -0.905 2.348 -1.671
H10 -1.941 0.532 1.267
H11 -3.478 -0.003 0.767
H12 -3.905 -2.252 -0.312
H13 -3.016 -3.555 0.813
H14 0.482 3.889 1.124
H15 1.755 3.101 1.601
H16 1.839 3.615 -0.090



The following is a DFT calculation (wB97M-V/def2-TZVPD) of a molecular structure, CI2N4.

Energy relative to the best compared isomer or geometry (same formula, charge and spin) (kcal/mol): 16.18
LUMO energy (alpha / beta) (eV): -4.45 / -4.45
Total charge: 0
DFT total energy (eV): -23194.2563
HOMO level (alpha / beta) (hartree): -0.3513 / -0.3513

Geometry (Å):
C1 1.163 -0.074 0.066
N1 0.714 1.171 -0.219
N2 0.093 -0.877 0.249
N3 -0.573 1.142 -0.199
N4 -0.933 -0.071 0.078
I1 3.100 -0.739 -0.031
I2 -3.565 -0.551 0.056



The following is a DFT calculation (wB97M-V/def2-TZVPD) of a molecular structure, C5H11BrLuP.

LUMO energy (eV): -10.89
Total charge: +2
DFT total energy (eV): -118292.1180
HOMO level (hartree): -0.5797

Geometry (Å):
C1 0.375 1.900 0.316
C2 0.641 0.880 -0.787
P1 0.308 -0.939 -0.372
C3 1.690 -1.635 0.550
Br1 3.065 -2.134 -0.845
C4 -1.196 -0.954 0.626
C5 -2.416 -0.834 -0.309
H1 -0.668 1.827 0.608
H2 0.546 2.918 -0.026
H3 0.985 1.737 1.216
H4 1.680 1.021 -1.163
H5 0.069 1.147 -1.674
H6 2.214 -1.027 1.309
H7 -1.181 -1.887 1.186
H8 -1.214 -0.147 1.358
H9 -2.942 -1.779 -0.370
H10 -2.140 -0.560 -1.326
H11 -3.092 -0.068 0.054
Lu1 3.275 0.534 -0.348